[1]
Here is a structure of composition C40H36Cl7FN2O2Ti from the OMol25 dataset. Energies are from ωB97M-V/def2-TZVPD.

Last column: Mulliken charge in e.
Geometry (Å):
1 Ti 11.0614 12.0423 12.7159  -1.2692
2 C 15.0002 11.8317 9.2948  -1.8421
3 C 15.0939 11.7650 10.8290  0.8002
4 C 14.5489 13.0129 11.4562  -1.6332
5 C 14.5910 10.4319 11.3598  1.7768
6 C 15.6651 9.5652 11.6677  -1.4788
7 C 15.5011 8.2355 11.9907  -1.5888
8 C 14.2139 7.7532 12.0537  -1.0132
9 C 13.0714 8.5644 11.8607  0.6561
10 C 11.7553 7.8652 12.1117  0.8779
11 C 10.6230 8.0451 11.0917  -1.7649
12 C 11.2595 8.1280 13.4839  -1.7358
13 C 13.2636 9.9311 11.4518  -1.7614
14 N 12.1160 10.8560 11.3099  2.6180
15 C 11.8691 11.1016 9.9104  0.7135
16 C 12.0039 10.1119 8.9058  -1.1294
17 C 11.9042 10.4663 7.5613  -1.1206
18 C 11.7322 11.7819 7.1952  -0.8274
19 C 11.4974 12.7236 8.1399  -0.8866
20 C 11.5700 12.3589 9.4726  -0.0276
21 F 11.4179 13.3550 10.3965  -0.1010
22 H 15.4407 12.7381 8.9934  0.5524
23 H 13.9697 11.8897 8.8908  0.5177
24 H 15.5063 11.0446 8.7411  0.3060
25 H 16.1528 11.7060 11.0576  0.7847
26 H 13.5403 13.1916 11.0630  -0.0387
27 H 15.2124 13.8126 11.2317  0.6499
28 H 14.5576 12.9544 12.5205  0.1929
29 H 16.6588 9.9159 11.5536  0.4410
30 H 16.3156 7.5896 12.1785  0.4689
31 H 13.9715 6.7194 12.2454  0.4299
32 H 12.0045 6.7936 12.0446  0.6629
33 H 10.4218 9.0892 10.9534  0.1257
34 H 9.6895 7.6049 11.4478  0.4811
35 H 10.8710 7.6348 10.1068  0.3336
36 H 10.9849 9.1834 13.5062  0.2102
37 H 12.0243 7.9394 14.2131  0.4570
38 H 10.3730 7.5500 13.7292  0.5804
39 H 12.2295 9.1108 9.2212  0.5359
40 H 12.0019 9.7051 6.7796  0.4061
41 H 11.7614 12.0754 6.1481  0.3771
42 H 11.4811 13.7855 7.8688  0.3940
43 Cl 11.7521 19.1525 15.0065  -0.2270
44 C 11.7470 17.4515 14.6119  0.1895
45 C 12.8717 16.6950 15.0455  -0.5208
46 C 13.0156 15.4094 14.6136  0.3470
47 Cl 14.4136 14.5378 15.1432  -0.1852
48 C 12.0642 14.8000 13.7549  -0.2839
49 O 12.2431 13.5998 13.3024  1.1245
50 C 10.8893 15.5193 13.4824  1.3175
51 C 9.8143 14.8297 12.7485  -0.9063
52 O 9.7883 13.6207 12.3976  -0.3050
53 C 10.7697 16.8762 13.8768  -1.2398
54 H 13.5884 17.2268 15.7045  0.4106
55 H 8.8904 15.4352 12.5583  0.2172
56 H 9.8436 17.4015 13.6299  0.4293
57 Cl 13.1293 10.6782 14.4148  -0.2233
58 C 12.0566 11.6192 15.4426  0.6937
59 C 10.9182 12.1276 14.8441  -0.8656
60 C 10.0586 12.7839 15.6980  0.8485
61 Cl 8.4769 13.3185 15.1522  -0.1112
62 C 10.3862 13.0201 17.0807  0.1374
63 Cl 9.2619 13.8384 18.0874  -0.1945
64 C 11.6278 12.6569 17.5712  0.1786
65 Cl 12.1520 13.0589 19.1512  -0.1873
66 C 12.4687 11.8940 16.7313  0.2587
67 Cl 13.9261 11.3041 17.3315  -0.1952
68 C 7.7538 7.6714 15.4058  -1.1118
69 N 8.8446 8.6911 15.6301  0.4832
70 C 9.3400 8.7076 16.9673  -0.9171
71 C 8.3991 10.0171 15.2157  -0.0808
72 C 8.3066 10.2862 13.7037  1.1807
73 C 7.1735 9.8131 13.0317  -0.7924
74 C 6.9559 9.8975 11.6633  -1.3672
75 C 7.9434 10.5492 10.9137  -0.5669
76 C 8.9728 11.1042 11.6137  -0.2688
77 C 9.2523 10.9752 12.9350  1.7232
78 H 8.1910 6.6724 15.5997  0.2888
79 H 7.3859 7.8056 14.3921  0.3463
80 H 6.9671 7.8530 16.1412  0.4363
81 H 9.6842 7.7298 17.2425  0.3645
82 H 8.5716 8.9713 17.7394  0.3044
83 H 10.1636 9.4449 16.9939  0.1249
84 H 9.1008 10.7267 15.6596  -1.1505
85 H 7.4043 10.2753 15.6227  0.5445
86 H 6.3858 9.4105 13.6632  0.6436
87 H 6.0348 9.4890 11.2899  0.4476
88 H 7.9100 10.6415 9.8412  0.5762
89 H 9.7708 11.5574 11.0160  -0.0471

Atoms 1-3, force components in eV/Å:
Ti 0.4 0.1 -0.6
C -1.1 -0.4 -0.1
C -0.2 -0.9 -0.6

The value obtained for the LUMO energy is -1.22 eV. Its orbital gap is 6.88 eV. Its charge is 0. The spin multiplicity is 1.

---

[2]
Here is a structure of composition C40H36ClN3Si2Tl from the OMol25 dataset. Energies are from ωB97M-V/def2-TZVPD.

Last column: Mulliken charge in e.
Geometry (Å):
1 C -0.8911 -0.1916 3.9914  -0.6123
2 C -1.5758 0.1879 2.8058  -1.1673
3 C -1.5694 -0.9262 1.9206  -0.4119
4 H -2.0430 1.1516 2.6057  0.5098
5 C -0.7971 -1.9633 2.5289  -1.0776
6 C -0.4135 -1.5182 3.8196  -0.3057
7 H 0.0805 -2.1266 4.5785  0.5800
8 H -0.8085 0.4024 4.9034  0.5504
9 H -2.1029 -1.0015 0.9743  1.1181
10 H -0.5796 -2.9395 2.1005  0.4774
11 Tl 2.8437 -0.6110 1.9790  0.7931
12 Si -0.5021 0.2986 -1.7031  -1.4865
13 C -1.3840 1.8924 -1.7447  1.4033
14 C -0.6778 3.0967 -1.8496  -0.5300
15 H 0.3581 3.0854 -2.2133  0.3540
16 C -1.3039 4.2892 -1.4797  -0.7628
17 H -0.7952 5.2444 -1.6634  0.4458
18 C -2.5880 4.2542 -0.9188  -0.5478
19 H -3.0733 5.1900 -0.6301  0.4050
20 C -3.2672 3.0400 -0.7534  -0.7709
21 H -4.2858 3.0177 -0.3578  0.4667
22 C -2.6517 1.8460 -1.1365  -0.1708
23 H -3.1247 0.8751 -0.9350  0.3181
24 C -1.1747 -1.4213 -1.7177  1.1591
25 C -2.3624 -1.7298 -2.4003  -0.5609
26 H -2.9283 -0.9311 -2.8732  0.4884
27 C -2.7972 -3.0563 -2.4419  -0.8106
28 H -3.7194 -3.2961 -2.9769  0.4022
29 C -2.0845 -4.0693 -1.7855  -0.6552
30 H -2.4718 -5.0889 -1.7718  0.4360
31 C -0.9351 -3.7434 -1.0513  -0.7873
32 H -0.3972 -4.5287 -0.5073  0.4561
33 C -0.4964 -2.4189 -0.9791  0.0576
34 H 0.3567 -2.1538 -0.3523  0.5469
35 H -0.1747 0.6961 -0.0402  0.5771
36 Si 1.5385 0.0134 -3.0314  0.6681
37 C 1.4107 -1.5623 -4.0969  0.4403
38 C 0.7616 -1.5867 -5.3472  -0.1402
39 H 0.5447 -0.6640 -5.8785  0.4224
40 C 0.3089 -2.7883 -5.9102  -0.6904
41 H -0.2600 -2.7763 -6.8401  0.4125
42 C 0.5543 -4.0095 -5.2853  -0.5562
43 H 0.2090 -4.9485 -5.7181  0.3981
44 C 1.2233 -3.9974 -4.0602  -0.4900
45 H 1.3871 -4.9306 -3.5305  0.4106
46 C 1.6725 -2.8034 -3.4961  -0.3935
47 H 2.1681 -2.8160 -2.5298  0.3944
48 C 0.9703 1.3313 -4.3102  0.4854
49 C -0.3716 1.3775 -4.7444  0.0859
50 H -1.0821 0.6008 -4.4389  0.6530
51 C -0.8505 2.4149 -5.5473  -0.8138
52 H -1.9084 2.4486 -5.8090  0.4198
53 C 0.0239 3.4019 -6.0009  -0.5999
54 H -0.3496 4.2087 -6.6377  0.4158
55 C 1.3680 3.3341 -5.6307  -0.6128
56 H 2.0558 4.0945 -5.9944  0.4114
57 C 1.8397 2.3161 -4.7858  -0.9225
58 H 2.8900 2.2854 -4.4977  0.3732
59 H -0.9570 0.3490 -0.0209  -0.4359
60 Cl 3.2427 0.3504 -1.9611  -0.3646
61 C 1.4341 -2.8088 7.8148  -0.4334
62 C 1.2325 -1.4419 8.0362  -0.6400
63 C 1.6333 -0.5100 7.0833  -0.1318
64 C 2.1554 -0.9556 5.8524  0.0765
65 C 2.3905 -2.3334 5.6345  -0.1633
66 C 2.0261 -3.2495 6.6156  -0.4492
67 N 2.3769 -0.0801 4.7817  0.2480
68 N 2.2530 1.1808 5.1071  -0.5454
69 C 1.7010 2.0146 4.1430  0.2523
70 C 1.0193 3.1817 4.5619  -0.3317
71 C 0.3189 3.9166 3.6242  -0.5628
72 C 0.3413 3.4658 2.2919  -0.4333
73 C 1.0858 2.3275 1.9446  -0.0622
74 N 1.7915 1.6343 2.8455  -0.2640
75 H 1.1309 -3.5412 8.5707  0.3804
76 H 0.7638 -1.0964 8.9536  0.3857
77 H 1.5246 0.5621 7.2357  0.4734
78 H 2.8330 -2.6228 4.6706  0.1822
79 H 2.1862 -4.3130 6.4535  0.3678
80 H 1.0547 3.4141 5.6284  0.4538
81 H -0.2299 4.8287 3.9020  0.4288
82 H -0.2112 3.9868 1.5134  0.3769
83 H 1.1359 1.9442 0.9140  0.5326

Atoms 1-3, force components in eV/Å:
C -0.1 0.0 -0.5
C 0.1 -0.4 0.4
C 0.8 0.2 0.1

The value obtained for the LUMO energy (alpha / beta) is -3.78 / -3.78 eV. Its orbital gap (alpha / beta) is 4.80 / 4.80 eV. Its charge is +1. The spin multiplicity is 1.

---

[3]
Here is a structure of composition C40H36N2PtS3Sb from the OMol25 dataset. Energies are from ωB97M-V/def2-TZVPD.

Last column: Mulliken charge in e.
Geometry (Å):
1 Pt 1.6981 -0.5942 0.9741  1.3135
2 S 2.4079 -0.3604 3.3647  -0.2736
3 C 3.8502 -0.1328 2.5755  0.4730
4 N 3.7858 -0.0930 1.2039  -0.1431
5 C 4.9906 -0.0200 0.6386  0.2490
6 C 5.2745 0.0045 -0.7582  -0.3998
7 C 6.5723 0.0928 -1.1307  -0.6918
8 C 7.6216 0.1691 -0.1513  -0.4724
9 C 7.3746 0.1486 1.2129  -0.5895
10 C 6.0572 0.0535 1.6108  0.6925
11 S 5.4291 -0.0007 3.2194  -0.0573
12 H 4.4713 -0.0506 -1.4821  0.4417
13 H 6.8360 0.1083 -2.1804  0.4560
14 H 8.6459 0.2490 -0.4959  0.4318
15 H 8.1853 0.2069 1.9290  0.4616
16 N 0.6161 -2.1844 0.6785  -0.6598
17 S -0.6956 -2.4523 -0.3007  1.0731
18 C -2.0548 -2.7023 0.8186  0.3410
19 C -3.2707 -2.9543 0.1930  -0.5736
20 C -4.3759 -3.2068 0.9880  -0.7968
21 C -4.2569 -3.1963 2.3750  -0.5175
22 C -3.0348 -2.9233 2.9743  -0.7505
23 C -1.9099 -2.6687 2.1953  -0.0739
24 C -0.4442 -4.0285 -1.0165  0.4317
25 C -0.2347 -4.0515 -2.3907  -0.1908
26 C -0.0303 -5.2802 -3.0048  -0.7488
27 C -0.0332 -6.4410 -2.2440  -0.4827
28 C -0.2445 -6.3959 -0.8652  -0.8078
29 C -0.4616 -5.1842 -0.2357  -0.5494
30 H 1.0161 -3.0441 1.0467  0.3489
31 H -3.3569 -2.9755 -0.8897  0.4385
32 H -5.3302 -3.4200 0.5233  0.4716
33 H -5.1238 -3.4047 2.9889  0.4645
34 H -2.9505 -2.9159 4.0534  0.4864
35 H -0.9574 -2.4505 2.6576  0.4381
36 H -0.2443 -3.1332 -2.9679  0.3481
37 H 0.1241 -5.3297 -4.0750  0.4443
38 H 0.1186 -7.3978 -2.7287  0.4265
39 H -0.2587 -7.3111 -0.2873  0.4409
40 H -0.6665 -5.1467 0.8292  0.4138
41 C -2.1799 4.5888 0.8322  -0.9726
42 C -0.9492 4.8312 -0.0114  0.8967
43 C -0.7905 6.0761 -0.6103  -0.7774
44 C 0.3024 6.3907 -1.4135  -0.7617
45 C 1.2906 5.4500 -1.6681  -0.7625
46 C 1.1718 4.1975 -1.1091  -1.1407
47 C 0.0566 3.8931 -0.3090  0.7614
48 Sb 0.0442 1.8734 0.1822  1.4849
49 C -1.5130 1.2364 1.3847  2.3751
50 C -2.6034 0.6156 0.7630  -1.0783
51 C -3.7420 0.3471 1.5079  -1.1734
52 C -3.7551 0.6590 2.8620  -0.9721
53 C -2.6374 1.2218 3.4787  -0.8456
54 C -1.4904 1.5205 2.7578  0.0979
55 C -0.2898 2.1408 3.4365  -1.3703
56 C -0.0990 0.9089 -1.6753  1.0607
57 C 0.9292 0.0255 -2.0232  -0.6613
58 C 0.9108 -0.6699 -3.2212  -0.9966
59 C -0.1542 -0.4596 -4.0881  -0.5914
60 C -1.1576 0.4476 -3.7649  -1.0415
61 C -1.1472 1.1724 -2.5711  0.3019
62 C -2.2124 2.2123 -2.3115  -1.1566
63 H -2.8146 5.4717 0.8178  0.4975
64 H -1.9307 4.3917 1.8716  0.2084
65 H -2.7759 3.7504 0.4653  0.2291
66 H -1.5542 6.8261 -0.4370  0.4369
67 H 0.3784 7.3824 -1.8435  0.4207
68 H 2.1393 5.6901 -2.2949  0.4680
69 H 1.9333 3.4517 -1.3139  0.3509
70 H -2.5776 0.3647 -0.2928  0.4018
71 H -4.6106 -0.0957 1.0348  0.5777
72 H -4.6410 0.4551 3.4522  0.4516
73 H -2.6641 1.4407 4.5407  0.4895
74 H -0.4728 2.3046 4.4969  0.5128
75 H -0.0354 3.1136 3.0055  0.3017
76 H 0.5962 1.5060 3.3501  -0.0436
77 H 1.8041 -0.0893 -1.3834  0.3002
78 H 1.7216 -1.3389 -3.4885  0.4575
79 H -0.1904 -0.9794 -5.0392  0.5282
80 H -1.9642 0.6207 -4.4699  0.4918
81 H -2.9960 2.1629 -3.0647  0.5125
82 H -1.7834 3.2161 -2.3468  0.2457
83 H -2.6872 2.0934 -1.3343  0.1775

Atoms 1-3, force components in eV/Å:
Pt 0.2 0.2 0.0
S -0.3 -0.1 0.2
C 0.2 0.1 -0.4

The value obtained for the LUMO energy (alpha / beta) is -8.20 / -11.27 eV. Its orbital gap (alpha / beta) is 7.70 / 4.91 eV. Its charge is +3. The spin multiplicity is 5.

---

ΔE to the lowest compared entry with this formula, charge and spin for the records above, in order: 37.5; 0.0; 6.7 kcal per mole